1.
The following is a quantum chemistry calculation of a cluster of 3 separate species, C3H12O3 in total in a non-equilibrium geometry, from the OMol25 dataset.

- spin multiplicity = 2
- <S²> = 0.756
- total charge = +1
- highest occupied orbital energy (spin up / spin down) (eV) = -14.00 / -13.65

```
18
Properties=species:S:1:pos:R:3:forces:R:3
H -0.17433 0.63922 1.53679 -0.2 0.1 0.6
H 0.54067 -0.34135 0.21773 0.0 0.2 0.1
H -2.13657 -1.32889 2.16935 -0.3 -0.2 0.1
H 2.01831 -0.94822 1.67487 0.4 -0.8 -0.1
H -0.41968 -3.30014 1.08570 -0.2 -0.1 -0.5
H 1.76633 2.26615 -1.96815 0.0 0.1 -0.1
H -2.83255 -2.37169 0.90324 0.0 -0.3 0.0
O -0.97203 -2.92013 1.77280 -0.3 0.7 0.2
H 1.09457 0.69981 -2.46331 -0.5 0.0 0.1
H 0.85632 2.11836 -3.52930 1.0 -0.3 -0.2
H -1.48305 -1.28276 0.55811 0.1 -0.1 -0.4
H -0.62801 3.05360 -2.25624 0.4 0.1 -0.3
O 1.80979 -0.02819 1.85285 -1.8 0.8 -0.3
O -0.34488 2.18202 -1.97025 0.4 -1.3 1.2
C 0.73997 0.39569 0.99564 1.7 -0.9 -0.1
C 0.94721 1.77927 -2.49738 -1.3 1.4 -0.6
H 1.12775 1.33979 0.61300 -0.3 0.5 -0.3
C -1.90988 -1.95256 1.30463 0.8 0.2 0.7
```
Forces are in eV/Å.

Here are the Mulliken charges for atoms 1 to 4, given in e:
1. H 0.338
2. H 0.211
3. H 0.280
4. H 0.400

2.
The following is a quantum chemistry calculation of a cluster of 4 separate species, C3H12O3 in total in a non-equilibrium geometry, from the OMol25 dataset.

- spin multiplicity = 2
- <S²> = 0.754
- total charge = +1
- highest occupied orbital energy (spin up / spin down) (eV) = -14.09 / -14.09

```
18
Properties=species:S:1:pos:R:3:forces:R:3
H 0.55761 1.58173 0.18959 -1.3 0.5 1.9
H -1.01260 -1.81583 -0.03740 1.7 0.1 0.0
C 1.14960 -2.35679 0.20200 1.6 0.3 -1.9
H -2.89104 3.32323 -0.23417 -1.4 1.3 0.5
H -0.39823 0.68598 1.09382 0.3 1.4 0.3
C 1.05932 -2.80080 1.49563 -1.0 -0.9 3.3
H 0.13833 -2.61391 2.12977 1.1 -0.1 -1.0
H 0.25874 -0.49205 -0.19552 0.1 -1.3 0.3
H 2.17043 -2.53230 -0.30357 -1.8 0.6 0.5
C 0.06103 -1.63401 -0.39442 -1.7 1.8 -0.6
O 0.53676 1.90851 -1.61408 1.9 0.2 0.1
H 0.01420 -1.43015 -1.47857 0.5 -0.9 0.1
O 0.02085 1.58376 1.07947 0.8 -1.6 -2.0
H 0.70804 2.79286 -1.97347 0.0 -0.3 0.2
H 1.84156 -3.36115 2.04957 -0.4 0.4 -0.8
H -0.38035 1.77988 -1.72394 -2.0 0.0 -0.3
O -2.26923 2.68795 -0.50216 2.7 -1.4 0.7
H -1.56503 2.69311 0.21744 -1.2 -0.1 -1.1
```
Forces are in eV/Å.

Here are the Mulliken charges for atoms 1 to 4, given in e:
1. H 0.384
2. H 0.408
3. C 0.522
4. H 0.297

3.
The following is a quantum chemistry calculation of a structure of composition C3H12O3S in a non-equilibrium geometry, from the OMol25 dataset.

- highest occupied orbital energy (eV) = -9.31

```
19
Properties=species:S:1:pos:R:3:forces:R:3
H 0.15588 -1.51270 -1.05597 -0.3 0.2 0.9
S 2.49880 1.48579 1.25884 0.9 0.0 0.1
H 1.48038 2.33198 1.08532 -0.2 -0.2 -0.1
H -2.17949 -0.25502 1.38538 0.5 0.6 0.7
C 0.04573 -0.46206 -1.31328 1.3 0.2 -4.7
C 1.02340 0.62740 -0.89947 -1.2 -1.1 1.3
H -4.20036 -1.88007 -0.23180 -0.5 0.8 -0.7
H 2.82207 -0.40093 -0.18590 0.0 -0.1 0.1
H -1.04607 -0.28812 -0.76950 -2.4 0.2 2.7
H 1.54848 1.05442 -1.74802 -0.1 0.0 0.0
H -2.80552 -1.26650 -1.11049 -1.3 0.6 0.1
H -0.09450 -0.45231 -2.38972 0.4 -0.2 0.0
H 1.35666 -0.53177 0.88255 0.1 -0.4 -0.2
O -1.82846 0.04686 -1.35828 2.1 -0.1 -0.4
O -3.28626 -1.85592 -0.47810 1.4 -1.5 0.5
C 1.94186 0.09445 0.21322 -0.8 1.2 0.2
H 0.33973 1.36464 -0.47080 0.4 0.4 -0.1
O -1.55400 -0.99240 1.40628 -1.0 0.0 -0.9
H -2.12265 -1.47523 0.74489 0.7 -0.7 0.5
```
Forces are in eV/Å.

Here are the Mulliken charges for atoms 1 to 4, given in e:
1. H 0.351
2. S -0.224
3. H 0.119
4. H 0.304

4.
The following is a quantum chemistry calculation of a cluster of 3 separate species, C3H12O4 in total, from the OMol25 dataset.

- highest occupied orbital energy (eV) = -10.43

```
19
Properties=species:S:1:pos:R:3:forces:R:3
H -2.06027 1.07511 -0.61397 0.0 0.1 0.0
H 1.05985 0.98696 0.39660 0.0 0.3 0.2
H 1.32093 -2.99257 -0.83035 -0.2 0.0 -0.1
O 1.89912 -0.31799 -0.96857 0.1 -0.2 0.4
H -0.07494 -3.62380 -0.74454 0.1 0.0 0.0
H -1.48864 0.93980 1.05033 0.1 0.0 -0.1
C 0.79967 0.49341 -0.53560 0.3 -0.3 -0.6
H -0.66619 -0.88323 -1.29059 -0.1 0.2 -0.1
O -2.74815 -0.54537 0.34976 -0.1 -0.1 0.2
H 0.71125 1.22007 -1.34075 -0.2 0.3 0.1
C -0.44709 -0.34373 -0.36809 0.1 -0.4 0.4
H 2.18247 -0.85653 -0.21629 0.0 0.2 -0.2
O 0.82157 -3.69401 -0.39616 0.0 0.1 0.1
H 1.50227 3.42810 1.92248 0.0 0.0 0.0
H 0.91163 3.19732 0.53366 0.0 0.0 0.0
C -1.68847 0.37472 0.13242 0.0 0.0 0.0
H -2.59842 -0.98086 1.19623 0.0 0.0 -0.1
O 0.74783 3.64684 1.36778 -0.1 0.0 0.0
H -0.18443 -1.12426 0.35563 -0.1 0.0 0.1
```
Forces are in eV/Å.

Here are the Mulliken charges for atoms 1 to 4, given in e:
1. H 0.317
2. H 0.159
3. H 0.328
4. O -0.577

5.
The following is a quantum chemistry calculation of a cluster of 4 separate species, C3H12O4 in total in a non-equilibrium geometry, from the OMol25 dataset.

- highest occupied orbital energy (eV) = -8.62

```
19
Properties=species:S:1:pos:R:3:forces:R:3
O -2.19458 -0.25181 0.48752 -0.3 -0.3 -0.5
H -0.68760 -3.29067 -2.18124 -0.7 -0.6 0.5
H -2.22074 0.35301 -0.26442 0.1 0.2 0.2
H -0.63604 -0.68439 -1.64054 0.4 0.0 0.2
O -0.95368 3.43414 2.32363 0.0 0.0 -0.3
H -0.70021 4.15311 2.90840 0.0 -0.1 0.1
H 1.16637 4.89268 0.97579 0.0 0.0 0.1
C -0.76804 -1.53617 -0.97334 -0.7 0.0 0.1
H -0.84995 2.61027 2.80795 0.0 0.1 0.1
C -1.63622 -1.41948 0.02697 0.3 -0.2 0.0
H 0.74965 -2.64668 -1.93932 0.6 0.1 0.9
H 2.79450 -3.27722 -1.46354 -0.1 0.2 -0.1
H 0.41563 6.02350 0.29765 0.2 0.0 0.3
H 0.01752 -3.49981 -0.49895 0.1 -0.2 -0.1
O 1.07392 5.85286 0.98917 -0.3 -0.1 -0.3
H 3.55584 -3.00710 -0.20557 -0.1 0.4 0.0
H -1.98722 -2.30462 0.55465 0.3 0.3 0.4
C -0.14343 -2.84686 -1.34458 -0.1 0.8 -1.7
O 3.00429 -2.55477 -0.86023 0.4 -0.5 0.2
```
Forces are in eV/Å.

Here are the Mulliken charges for atoms 1 to 4, given in e:
1. O -0.463
2. H 0.310
3. H 0.288
4. H 0.224

6.
The following is a quantum chemistry calculation of a structure of composition C3H12O5 in a non-equilibrium geometry, from the OMol25 dataset.

- highest occupied orbital energy (eV) = -9.81

```
20
Properties=species:S:1:pos:R:3:forces:R:3
H -0.32173 3.11803 -0.66990 0.0 -0.8 0.7
O 2.46003 -0.62426 -2.00425 0.7 -0.8 0.1
O 0.40151 -2.12776 -1.13541 0.2 -0.4 0.6
H 0.00737 3.30485 1.06901 0.0 -0.1 0.1
C -0.74098 2.97988 0.35381 -0.6 0.4 -0.8
O -0.94771 -0.72919 0.45976 -0.1 -0.6 -1.0
H 0.71665 -3.05269 2.55559 0.1 -0.1 -0.1
C -1.36259 1.60894 0.63813 0.6 -0.2 -1.6
H -1.59003 1.34207 1.66336 0.1 0.3 0.2
H 1.81786 -0.43264 -2.69160 -0.1 0.5 0.1
H -2.29085 1.49025 0.06089 -0.1 0.3 0.3
H 0.70010 -2.90699 -0.63987 0.0 0.0 0.0
H -1.56264 3.68564 0.30678 -0.1 0.5 0.6
H 1.19777 -1.51595 -1.17193 -0.6 -0.3 -0.3
O 0.21380 -3.14764 1.73992 -0.1 0.1 0.2
H -0.51845 -2.52474 1.85958 0.1 0.0 -0.2
O 0.35571 0.52530 -0.76109 -0.4 1.6 0.1
H -0.42194 -1.56357 -0.31079 -0.2 1.9 1.0
C -0.57510 0.47786 0.04073 1.1 -2.7 0.3
H 2.46124 0.09260 -1.36273 -0.4 0.3 -0.3
```
Forces are in eV/Å.

Here are the Mulliken charges for atoms 1 to 4, given in e:
1. H 0.275
2. O -0.716
3. O -0.561
4. H 0.301

ΔE to the lowest compared entry with this formula, charge and spin? In order: 216.0; 56.1; 454.3; 78.4; 137.1; 34.9 kJ/mol.